# 1
{
  "formula": "C31H45AsBN8O6S3W",
  "method": "ωB97M-V/def2-TZVPD",
  "elements": ["W", "C", "C", "C", "C", "C", "C", "N", "N", "B", "N", "C", "C", "C", "N", "C", "C", "C", "N", "C", "C", "C", "N", "C", "C", "C", "H", "H", "H", "H", "H", "H", "H", "H", "H", "H", "H", "H", "H", "H", "H", "H", "H", "H", "H", "H", "H", "H", "H", "H", "H", "H", "H", "H", "C", "C", "S", "C", "C", "S", "H", "H", "H", "H", "H", "H", "O", "As", "O", "O", "C", "C", "C", "C", "C", "C", "S", "O", "O", "O", "H", "H", "H", "H", "H", "C", "N", "C", "C", "N", "H", "H", "H", "H", "H", "H"],
  "xyz": [[1.422, 0.565, -0.306], [-2.892, -2.470, -3.362], [-2.651, -0.185, -2.307], [-0.676, 0.673, -3.523], [-2.971, -0.432, -0.887], [-4.013, -0.654, 0.011], [-3.546, -0.136, 1.199], [-2.311, 0.387, 1.028], [-1.969, 0.171, -0.238], [-1.544, 1.093, 2.178], [-0.641, 2.234, 1.780], [-0.690, 3.361, 2.525], [0.470, 4.058, 2.369], [1.243, 3.287, 1.488], [0.556, 2.206, 1.104], [2.681, 3.599, 1.179], [2.842, 5.038, 0.693], [3.514, 3.329, 2.436], [-0.818, -0.004, 3.075], [-1.442, -1.345, 3.572], [-0.380, -1.714, 4.561], [0.527, -0.743, 4.643], [0.178, 0.308, 3.752], [1.809, -0.599, 5.398], [1.845, 0.712, 6.183], [2.978, -0.692, 4.412], [-2.961, -0.624, -4.250], [-3.091, -2.840, -2.357], [-1.819, -2.480, -3.537], [-3.009, 0.834, -2.528], [0.386, 0.886, -3.514], [-1.214, 1.619, -3.616], [-0.882, 0.045, -4.397], [-4.965, -1.123, -0.156], [-4.002, -0.112, 2.172], [-2.413, 1.531, 2.878], [-1.554, 3.559, 3.135], [0.747, 4.988, 2.831], [3.039, 2.937, 0.399], [2.527, 5.757, 1.452], [2.258, 5.214, -0.211], [3.891, 5.236, 0.468], [3.208, 3.975, 3.261], [4.568, 3.518, 2.229], [3.409, 2.291, 2.755], [-2.321, -0.969, 4.123], [-0.390, -2.645, 5.105], [1.864, -1.439, 6.094], [1.792, 1.563, 5.502], [2.775, 0.788, 6.744], [1.015, 0.781, 6.887], [2.924, 0.112, 3.677], [2.956, -1.634, 3.863], [3.925, -0.611, 4.946], [5.042, 1.320, -3.120], [3.796, 1.547, -2.308], [3.707, 0.693, -0.788], [2.818, 2.400, -2.657], [2.867, 3.238, -3.905], [1.409, 2.615, -1.642], [5.818, 0.848, -2.519], [5.442, 2.256, -3.510], [4.843, 0.663, -3.970], [3.861, 3.654, -4.069], [2.158, 4.062, -3.845], [2.613, 2.643, -4.787], [0.419, -2.326, -3.553], [0.132, -1.594, -1.933], [0.604, -1.336, -0.184], [1.467, -0.448, -2.104], [-0.671, -3.235, -1.205], [-0.920, -4.366, -1.978], [-1.565, -5.461, -1.424], [-1.962, -5.435, -0.095], [-1.674, -4.336, 0.699], [-1.017, -3.243, 0.149], [-0.360, -1.992, 1.305], [-1.798, -2.222, 2.611], [0.703, -2.702, 2.007], [2.000, 0.135, 1.246], [1.151, -1.846, -3.963], [-0.592, -4.391, -3.009], [-1.743, -6.341, -2.028], [-2.462, -6.290, 0.340], [-1.921, -4.332, 1.751], [-4.775, -0.840, -3.327], [-3.293, -1.021, -3.367], [-3.596, -3.281, -4.428], [-1.127, -0.040, -2.258], [-0.927, 0.729, -1.003], [-5.205, -1.205, -4.254], [-4.999, 0.216, -3.202], [-5.165, -1.410, -2.489], [-4.658, -3.414, -4.232], [-3.140, -4.270, -4.446], [-3.465, -2.845, -5.421]],
  "lowdin_charge": [1.360, -0.172, -0.174, -0.069, -0.157, 0.043, -0.023, 0.089, -0.056, -0.489, -0.003, -0.051, 0.016, -0.282, -0.037, -0.413, -0.057, -0.038, 0.038, -0.384, 0.093, -0.206, 0.240, -0.362, -0.061, -0.047, 0.179, 0.133, 0.082, 0.173, 0.042, 0.099, 0.085, 0.110, 0.139, 0.129, 0.124, 0.117, 0.031, 0.077, 0.068, 0.086, 0.084, 0.087, 0.067, 0.176, 0.141, 0.142, 0.073, 0.083, 0.081, 0.050, 0.087, 0.086, -0.106, -0.716, 0.754, -0.720, -0.108, 0.687, 0.065, 0.075, 0.088, 0.075, 0.064, 0.086, -0.260, 1.109, -0.723, -0.622, -0.243, -0.108, -0.061, -0.048, -0.049, -0.281, 0.996, -0.268, -0.352, -0.473, 0.054, 0.105, 0.112, 0.114, 0.111, 0.036, -0.074, -0.041, -0.466, -0.041, 0.105, 0.117, 0.107, 0.083, 0.093, 0.097],
  "total_charge": 1,
  "gap_ha": 0.240,
  "e_lumo_ha": -0.1046,
  "energy_ev": -152922.3030,
  "de_lowest_kj_mol": 253.30,
  "spin_multiplicity": 1,
  "mol_weight_g_mol": 991.5
}

***

# 2
{
  "formula": "C31H45Br2ClF5IN2O13",
  "method": "ωB97M-V/def2-TZVPD",
  "elements": ["C", "C", "C", "C", "C", "N", "C", "O", "F", "C", "O", "F", "O", "C", "O", "Cl", "C", "I", "N", "C", "C", "O", "O", "C", "C", "O", "C", "C", "C", "C", "F", "Br", "C", "F", "F", "Br", "C", "O", "O", "H", "H", "H", "H", "H", "H", "H", "H", "H", "H", "H", "H", "H", "H", "H", "H", "H", "H", "H", "H", "H", "C", "C", "O", "C", "H", "H", "H", "H", "H", "H", "C", "C", "O", "C", "H", "H", "H", "H", "H", "H", "C", "C", "O", "C", "H", "H", "H", "H", "H", "H", "C", "C", "O", "C", "H", "H", "H", "H", "H", "H"],
  "xyz": [[1.984, -2.649, 0.636], [1.397, -3.793, -0.366], [0.323, -3.214, -1.517], [-1.138, -3.739, -1.061], [-2.493, -3.086, -1.681], [-2.638, -3.039, -3.167], [-1.688, -2.458, -4.077], [-0.510, -2.931, -4.576], [-2.093, -1.222, -4.857], [-3.033, -4.404, -3.767], [-2.134, -5.410, -3.959], [-4.421, -4.719, -4.247], [-3.417, -4.269, -1.470], [-4.059, -4.382, -0.220], [-5.309, -5.187, -0.470], [-3.178, -5.427, 1.091], [-4.586, -3.057, 0.561], [-6.579, -3.306, 1.539], [-4.535, -1.909, -0.433], [-5.561, -2.006, -1.552], [-6.530, -0.713, -1.762], [-6.538, 0.449, -1.118], [-7.521, -0.824, -2.887], [-7.059, 0.068, -4.000], [-6.317, -0.582, -5.341], [-7.269, 1.398, -3.933], [-3.076, -1.724, -0.926], [-3.178, -0.389, -1.920], [-1.808, 0.427, -2.180], [-1.573, 1.796, -1.317], [-2.420, 1.965, -0.121], [0.425, 1.891, -0.909], [-1.843, 3.158, -2.251], [-3.243, 3.283, -2.715], [-1.585, 4.331, -1.334], [-0.488, 3.361, -3.739], [-2.203, -1.148, 0.333], [-2.735, -0.626, 1.480], [-0.720, -0.975, 0.414], [2.942, -3.100, 1.162], [2.225, -1.614, 0.149], [1.186, -2.505, 1.513], [2.342, -4.244, -0.941], [0.892, -4.719, 0.167], [0.437, -2.063, -1.696], [0.632, -3.861, -2.475], [-1.148, -3.697, 0.135], [-1.107, -4.917, -1.281], [-5.355, -5.953, 0.176], [-3.896, -2.939, 1.503], [-4.860, -1.063, 0.127], [-5.078, -2.232, -2.622], [-6.303, -2.937, -1.430], [-5.312, -1.055, -4.974], [-6.147, 0.250, -6.166], [-7.033, -1.436, -5.745], [-3.661, -0.612, -2.961], [-3.945, 0.333, -1.360], [-0.815, -0.227, -2.092], [-1.824, 0.783, -3.321], [5.256, 2.480, -1.432], [4.232, 2.118, -0.390], [3.532, 1.113, -0.504], [4.096, 3.034, 0.797], [5.242, 1.730, -2.230], [5.017, 3.455, -1.865], [6.252, 2.496, -0.984], [3.806, 4.033, 0.464], [5.041, 3.074, 1.345], [3.320, 2.648, 1.466], [6.948, -2.188, 1.697], [6.000, -3.014, 0.869], [5.237, -3.825, 1.391], [6.022, -2.809, -0.622], [6.821, -2.442, 2.755], [7.979, -2.403, 1.406], [6.728, -1.126, 1.564], [7.012, -3.052, -1.016], [5.761, -1.775, -0.859], [5.286, -3.472, -1.090], [0.055, 3.469, 3.954], [1.054, 4.397, 3.316], [1.806, 4.009, 2.423], [1.096, 5.817, 3.811], [0.137, 2.477, 3.497], [0.262, 3.379, 5.023], [-0.958, 3.845, 3.793], [1.350, 5.832, 4.874], [0.130, 6.299, 3.643], [1.864, 6.371, 3.260], [5.632, 5.537, 4.914], [4.415, 5.977, 5.683], [3.483, 6.554, 5.127], [4.384, 5.682, 7.159], [5.516, 5.816, 3.861], [6.522, 6.033, 5.311], [5.741, 4.452, 4.978], [5.218, 6.185, 7.656], [4.437, 4.603, 7.324], [3.446, 6.056, 7.583]],
  "lowdin_charge": [-0.132, -0.234, -0.191, -0.121, -0.202, 0.088, -0.160, 0.076, -0.027, -0.111, 0.076, 0.010, -0.091, -0.710, -0.186, 0.666, -0.551, 0.947, -0.068, -0.046, -0.205, 0.063, -0.024, -0.247, 0.000, 0.018, -0.123, -0.077, -0.174, -0.603, -0.048, 0.768, -0.629, -0.045, -0.105, 0.693, -0.328, -0.106, -0.197, 0.059, 0.082, 0.084, 0.106, 0.112, 0.106, 0.114, 0.125, 0.152, 0.085, 0.106, 0.178, 0.156, 0.151, 0.073, 0.116, 0.108, 0.105, 0.148, 0.102, 0.110, -0.028, -0.497, -0.009, -0.034, 0.082, 0.086, 0.083, 0.090, 0.085, 0.065, -0.027, -0.489, 0.034, -0.021, 0.084, 0.084, 0.083, 0.084, 0.083, 0.081, -0.018, -0.467, 0.030, -0.037, 0.088, 0.083, 0.088, 0.070, 0.089, 0.079, -0.022, -0.472, 0.032, -0.024, 0.086, 0.086, 0.087, 0.086, 0.087, 0.085],
  "smiles": "CCCC[C@@]1(N(C(=O)F)C(=O)F)O[C@@](O)(Cl)[C@H](I)[N@H+](CC(=O)OC(C)=O)[C@@]1(CC[C@@](F)(Br)C(F)(F)Br)C(=O)[O-].CC(C)=O.CC(C)=O.CC(C)=O.CC(C)=O",
  "total_charge": 0,
  "gap_ha": 0.224,
  "e_lumo_ha": -0.0783,
  "energy_ev": -236751.3201,
  "spin_multiplicity": 1,
  "mol_weight_g_mol": 1070.9
}